(1)
DFT (ωB97M-V/def2-TZVPD) results for a cluster of 14 separate species, C24H76O24 in total.

Structure (XYZ):
```
124
Properties=species:S:1:pos:R:3:lowdin_charge:R:1
C 13.12 0.84 19.80 -0.119
O 12.15 1.65 20.44 -0.137
H 13.12 0.93 18.73 0.072
H 14.16 0.95 20.21 0.102
H 12.81 -0.11 20.04 0.047
H 12.55 2.44 20.82 0.049
C 13.96 7.44 21.26 -0.091
O 13.86 5.99 21.26 -0.162
H 13.26 7.82 21.98 0.074
H 14.98 7.66 21.57 0.079
H 13.72 7.95 20.30 0.076
H 13.82 5.64 20.35 0.049
C 8.24 0.84 17.85 -0.132
O 8.50 2.17 18.32 -0.155
H 8.78 0.07 18.43 0.085
H 7.18 0.57 17.74 0.083
H 8.67 0.71 16.84 0.072
H 8.62 2.14 19.30 0.052
C 8.89 0.36 21.68 -0.101
O 9.37 1.59 21.10 -0.157
H 8.42 0.50 22.61 0.067
H 8.29 -0.21 21.07 0.056
H 9.74 -0.27 21.98 0.096
H 10.34 1.68 21.10 0.062
C 6.57 7.38 15.88 -0.190
C 8.09 7.51 15.64 -0.214
O 8.86 7.05 16.73 -0.078
O 6.22 6.14 16.49 -0.069
H 5.99 7.60 14.96 0.132
H 6.30 8.18 16.57 0.114
H 8.22 8.54 15.54 0.092
H 8.46 7.05 14.71 0.107
H 8.33 6.45 17.25 0.041
H 6.34 5.40 15.89 0.045
C 4.48 2.92 21.00 -0.215
C 5.94 3.24 20.68 -0.199
O 6.83 2.68 21.70 -0.104
O 4.19 1.51 20.82 -0.060
H 3.79 3.50 20.40 0.113
H 4.23 3.25 22.01 0.119
H 6.12 4.34 20.62 0.083
H 6.23 2.74 19.74 0.111
H 7.73 2.45 21.37 0.032
H 4.71 1.12 21.51 0.054
C 12.36 3.39 23.66 -0.233
C 13.79 3.61 24.11 -0.206
O 14.08 5.05 24.11 -0.083
O 12.23 3.76 22.28 -0.089
H 11.70 3.93 24.31 0.113
H 12.11 2.33 23.76 0.124
H 14.46 3.05 23.37 0.136
H 13.93 3.23 25.12 0.117
H 14.01 5.35 23.20 0.033
H 12.24 4.72 22.25 0.064
C 12.64 9.96 18.08 -0.220
C 11.74 10.83 17.21 -0.230
O 12.32 11.04 15.94 -0.088
O 12.50 8.54 17.96 -0.101
H 12.40 10.24 19.10 0.112
H 13.68 10.17 17.89 0.120
H 11.62 11.83 17.63 0.121
H 10.76 10.37 17.04 0.116
H 12.70 10.22 15.56 0.074
H 11.66 8.20 18.34 0.051
C 13.78 4.70 17.53 -0.185
C 14.63 5.79 16.88 -0.230
O 13.91 6.58 16.00 -0.083
O 12.93 5.22 18.58 -0.081
H 14.47 4.01 17.95 0.108
H 13.13 4.16 16.85 0.105
H 15.38 5.21 16.29 0.133
H 15.09 6.44 17.66 0.140
H 13.38 7.18 16.56 0.070
H 12.17 5.71 18.25 0.059
C 11.56 7.49 14.21 -0.250
C 11.06 7.43 12.80 -0.266
O 9.81 6.85 12.72 -0.079
O 12.77 8.18 14.24 -0.053
H 11.61 6.53 14.65 0.081
H 10.86 8.10 14.80 0.129
H 11.78 6.95 12.13 0.130
H 10.99 8.48 12.44 0.139
H 9.49 6.92 11.78 0.142
H 13.54 7.67 14.50 0.068
C 9.46 5.00 19.74 -0.201
C 9.93 6.41 20.08 -0.195
O 10.53 7.02 18.97 -0.093
O 8.45 5.09 18.73 -0.078
H 9.08 4.45 20.66 0.140
H 10.25 4.39 19.36 0.106
H 10.75 6.32 20.86 0.140
H 9.12 6.96 20.45 0.100
H 9.87 7.12 18.23 0.078
H 8.33 4.20 18.38 0.059
C 5.70 8.21 20.96 -0.252
C 5.93 6.83 20.42 -0.235
O 4.89 6.42 19.46 -0.069
O 5.83 9.17 19.93 -0.067
H 6.50 8.46 21.68 0.124
H 4.71 8.36 21.47 0.134
H 5.94 6.08 21.26 0.121
H 6.87 6.74 19.87 0.100
H 5.36 6.15 18.67 0.046
H 5.47 8.75 19.15 0.058
C 6.35 1.74 14.19 -0.227
C 6.61 2.80 15.26 -0.169
O 7.12 4.04 14.63 -0.105
O 7.54 1.41 13.46 -0.068
H 5.64 2.08 13.45 0.115
H 6.03 0.76 14.62 0.134
H 7.31 2.45 15.95 0.061
H 5.71 3.04 15.85 0.134
H 8.05 3.97 14.33 0.030
H 7.75 2.20 12.98 0.062
C 10.75 3.96 14.76 -0.219
C 10.82 2.53 15.23 -0.241
O 11.38 1.56 14.39 -0.043
O 9.67 4.25 13.90 -0.059
H 11.69 4.35 14.40 0.113
H 10.61 4.60 15.68 0.133
H 9.82 2.24 15.47 0.090
H 11.36 2.41 16.19 0.126
H 10.85 1.44 13.59 0.090
H 9.88 5.11 13.56 0.036
```

Summary:
Calculated total energy (Eh): -2765.57042
Relative energy (zero: lowest compared OMol25 entry of this formula, charge and spin) (kJ/mol): 0.00
HOMO (eV): -9.841
Total charge: 0
LUMO (eV): 0.2472

(2)
DFT (ωB97M-V/def2-TZVPD) results for a cluster of 12 separate species, C24H77N5O12 in total.

Structure (XYZ):
```
118
Properties=species:S:1:pos:R:3:lowdin_charge:R:1
C 3.62 0.89 0.80 -0.061
O 2.43 0.78 1.59 -0.233
C 2.56 1.37 2.82 -0.212
C 1.16 1.64 3.39 -0.432
C 0.51 2.87 2.74 -0.046
N 1.07 1.73 4.84 0.048
H 3.73 0.12 0.03 0.064
H 4.42 0.63 1.49 0.096
H 3.69 1.84 0.27 0.101
H 3.15 0.63 3.35 0.127
H 3.20 2.25 2.81 0.135
H 0.52 0.78 3.23 0.082
H 1.20 3.72 2.84 0.071
H -0.55 3.04 2.91 0.091
H 0.63 2.68 1.67 0.062
H 0.07 1.70 4.95 0.071
H 1.44 0.87 5.22 0.062
C -3.46 -1.42 3.24 -0.065
O -2.41 -2.36 3.64 -0.221
C -2.05 -3.21 2.51 -0.192
C -0.86 -4.05 2.78 -0.402
C -0.36 -5.00 1.63 -0.033
N -1.17 -5.00 3.87 0.029
H -4.18 -1.99 2.65 0.091
H -3.08 -0.49 2.82 0.064
H -4.00 -0.95 4.06 0.085
H -2.92 -3.84 2.34 0.126
H -1.92 -2.60 1.61 0.126
H -0.03 -3.44 3.14 0.113
H 0.16 -4.32 0.96 0.046
H -1.12 -5.53 1.05 0.080
H 0.48 -5.64 1.89 0.074
H -2.09 -5.39 3.71 0.067
H -1.30 -4.46 4.71 0.060
C 1.39 1.11 -2.49 -0.137
O 1.92 0.63 -3.67 -0.199
C 1.03 0.35 -4.80 -0.165
C 1.72 0.23 -6.15 -0.479
C 0.76 -0.14 -7.28 -0.046
N 2.89 -0.57 -6.04 0.051
H 2.05 0.89 -1.65 0.065
H 0.38 0.74 -2.33 0.091
H 1.35 2.20 -2.42 0.082
H 0.62 -0.64 -4.61 0.114
H 0.15 0.99 -4.73 0.126
H 2.13 1.24 -6.24 0.139
H 0.38 -1.15 -7.12 0.079
H 1.36 -0.09 -8.19 0.077
H -0.07 0.55 -7.43 0.078
H 3.61 0.02 -5.65 0.077
H 2.76 -1.27 -5.32 0.061
C 1.42 6.46 1.23 -0.107
O 0.60 6.57 0.08 -0.197
C -0.18 5.44 -0.24 -0.208
C -1.48 5.77 -1.05 -0.413
C -2.36 4.49 -1.09 -0.051
N -1.15 6.30 -2.34 0.029
H 2.02 7.37 1.25 0.091
H 2.06 5.58 1.34 0.072
H 0.73 6.38 2.07 0.086
H 0.53 4.87 -0.84 0.119
H -0.37 4.81 0.63 0.100
H -1.93 6.64 -0.58 0.138
H -2.53 4.10 -0.09 0.072
H -1.88 3.79 -1.77 0.079
H -3.35 4.73 -1.47 0.070
H -0.59 5.60 -2.81 0.062
H -0.49 7.06 -2.26 0.070
C 4.03 -4.22 2.31 -0.036
O 3.90 -4.34 0.82 -0.205
C 3.35 -3.13 0.25 -0.165
C 3.37 -3.22 -1.33 -0.439
C 4.56 -3.89 -1.84 -0.073
N 3.05 -1.94 -1.91 0.048
H 4.35 -5.13 2.82 0.085
H 3.02 -3.94 2.62 0.067
H 4.77 -3.45 2.57 0.080
H 2.34 -2.94 0.62 0.069
H 4.03 -2.36 0.59 0.117
H 2.51 -3.84 -1.60 0.145
H 4.66 -4.94 -1.54 0.087
H 5.44 -3.42 -1.41 0.087
H 4.67 -3.83 -2.92 0.085
H 2.81 -1.88 -2.89 0.076
H 3.89 -1.39 -1.92 0.082
C -2.47 -2.24 -2.94 -0.068
C -3.66 -1.64 -2.17 -0.352
O -4.52 -2.63 -1.76 -0.061
H -2.73 -3.08 -3.58 0.074
H -1.79 -2.54 -2.14 0.058
H -1.85 -1.54 -3.50 0.055
H -4.20 -0.99 -2.86 0.105
H -3.33 -1.00 -1.36 0.097
H -5.05 -2.90 -2.52 0.090
C -5.26 2.70 -0.21 -0.081
C -4.34 1.50 -0.31 -0.295
O -3.57 1.41 0.88 -0.125
H -4.82 3.70 -0.26 0.043
H -5.80 2.80 0.73 0.076
H -5.91 2.63 -1.08 0.079
H -3.61 1.62 -1.12 0.111
H -4.97 0.61 -0.40 0.104
H -2.66 1.14 0.71 0.013
O 1.44 -1.50 2.56 -0.041
H 1.88 -1.67 3.39 0.058
H 1.90 -0.75 2.19 -0.003
O -5.66 0.59 2.62 -0.051
H -5.83 -0.14 2.03 0.033
H -4.83 0.95 2.33 -0.009
O -0.35 -1.05 4.95 -0.050
H 0.03 -0.97 4.07 -0.025
H -1.10 -1.63 4.84 0.007
O -1.08 0.52 0.99 -0.024
H -1.08 0.36 1.93 0.037
H -0.41 -0.06 0.64 0.023
O 0.59 -1.72 -0.47 -0.053
H 1.12 -2.28 0.10 -0.027
H 1.23 -1.25 -1.01 -0.007
```

Summary:
Calculated total energy (Eh): -2137.04993
Relative energy (zero: lowest compared OMol25 entry of this formula, charge and spin) (kJ/mol): 55.26
HOMO (eV): -9.277
Total charge: 0
LUMO (eV): 0.2282

(3)
DFT (ωB97M-V/def2-TZVPD) results for a structure of composition C24H78AsF6N6O12.

Structure (XYZ):
```
127
Properties=species:S:1:pos:R:3:lowdin_charge:R:1
As -0.84 2.01 0.26 0.875
F -1.46 3.59 0.58 -0.278
F 0.71 2.64 -0.44 -0.318
F -0.34 0.30 0.14 -0.305
F -2.35 1.38 0.98 -0.315
F -1.56 2.01 -1.45 -0.336
F -0.15 2.01 1.93 -0.322
O -3.54 9.34 4.44 -0.056
H -3.72 10.14 3.95 0.026
H -3.58 8.65 3.78 0.030
O -2.10 3.19 -7.36 -0.058
H -1.67 4.03 -7.50 0.026
H -2.16 3.11 -6.40 0.031
O 0.93 7.01 -5.08 -0.055
H 1.69 6.95 -4.51 0.023
H 0.24 7.39 -4.53 0.026
O 4.76 6.19 -3.35 -0.055
H 5.40 5.55 -3.68 0.028
H 4.31 5.72 -2.64 0.032
O -5.68 4.41 4.21 -0.059
H -5.41 3.83 3.49 0.032
H -4.86 4.70 4.60 0.027
O -2.95 7.90 -2.39 -0.059
H -2.61 7.15 -1.89 0.032
H -3.68 7.54 -2.89 0.026
C -8.56 6.56 -2.56 -0.060
C -8.11 5.38 -3.38 -0.435
C -9.24 4.49 -3.92 -0.194
O -10.15 4.14 -2.87 -0.199
C -9.64 3.19 -1.98 -0.127
N -7.43 5.88 -4.59 0.016
H -7.93 7.45 -2.56 0.077
H -8.61 6.16 -1.54 0.079
H -9.52 6.97 -2.87 0.082
H -7.39 4.81 -2.79 0.130
H -8.80 3.59 -4.34 0.121
H -9.90 4.96 -4.65 0.128
H -10.27 3.18 -1.09 0.087
H -8.64 3.38 -1.59 0.085
H -9.73 2.19 -2.39 0.086
H -8.00 6.53 -5.10 0.065
H -7.23 5.20 -5.31 0.062
C 4.57 -0.03 -10.33 -0.064
C 5.43 -0.06 -9.04 -0.436
C 4.65 -0.65 -7.84 -0.196
O 5.46 -1.01 -6.75 -0.192
C 4.85 -1.23 -5.50 -0.105
N 6.51 -0.90 -9.39 -0.005
H 4.08 -0.98 -10.50 0.076
H 5.14 0.27 -11.22 0.070
H 3.77 0.71 -10.24 0.068
H 6.03 0.83 -8.82 0.135
H 3.93 -1.44 -8.09 0.126
H 4.00 0.17 -7.54 0.121
H 5.58 -1.62 -4.79 0.087
H 3.97 -1.89 -5.54 0.086
H 4.48 -0.32 -5.03 0.084
H 7.05 -1.16 -8.57 0.069
H 7.15 -0.37 -9.97 0.074
C -5.36 -5.80 9.59 -0.057
C -4.32 -6.33 8.56 -0.419
C -3.73 -5.33 7.48 -0.169
O -2.90 -4.28 8.09 -0.220
C -2.29 -3.27 7.23 -0.081
N -3.19 -7.02 9.17 0.021
H -6.00 -5.06 9.13 0.075
H -4.81 -5.27 10.37 0.069
H -5.85 -6.66 10.03 0.074
H -4.94 -7.03 8.00 0.119
H -4.66 -4.92 7.07 0.107
H -3.16 -5.84 6.70 0.112
H -1.83 -3.78 6.38 0.073
H -1.57 -2.77 7.87 0.088
H -3.01 -2.66 6.69 0.080
H -2.49 -7.20 8.47 0.061
H -2.71 -6.55 9.92 0.067
C 9.12 3.39 3.51 -0.054
C 7.84 3.83 2.76 -0.459
C 7.96 5.27 2.18 -0.209
O 8.27 6.18 3.18 -0.193
C 7.46 6.14 4.34 -0.102
N 7.52 2.80 1.80 0.032
H 9.91 3.60 2.78 0.081
H 9.12 2.38 3.93 0.077
H 9.29 4.07 4.34 0.055
H 7.11 3.84 3.57 0.111
H 7.05 5.61 1.68 0.118
H 8.62 5.16 1.32 0.126
H 6.43 6.13 3.98 0.104
H 7.72 7.08 4.82 0.090
H 7.85 5.40 5.04 0.079
H 6.65 3.13 1.39 0.071
H 7.36 1.91 2.24 0.074
C 6.38 -6.01 2.99 -0.079
C 4.90 -5.90 3.05 -0.430
C 4.33 -6.71 4.19 -0.188
O 4.92 -6.22 5.43 -0.208
C 4.69 -7.02 6.55 -0.124
N 4.58 -4.48 3.35 0.038
H 6.67 -7.05 2.81 0.077
H 6.88 -5.60 3.87 0.086
H 6.76 -5.54 2.09 0.078
H 4.33 -6.05 2.13 0.142
H 4.40 -7.80 4.13 0.123
H 3.26 -6.49 4.20 0.122
H 4.81 -8.09 6.38 0.083
H 3.63 -6.99 6.79 0.082
H 5.20 -6.67 7.44 0.092
H 4.50 -4.70 4.33 0.040
H 3.65 -4.18 3.11 0.069
C -3.46 -5.22 -1.00 -0.073
C -3.03 -5.69 -2.45 -0.354
C -3.73 -4.77 -3.52 -0.257
O -5.08 -4.83 -3.57 -0.191
C -5.63 -3.87 -4.45 -0.094
N -1.58 -5.50 -2.50 0.009
H -3.11 -6.00 -0.32 0.062
H -4.51 -5.05 -0.76 0.063
H -3.07 -4.28 -0.61 0.076
H -3.30 -6.73 -2.61 0.128
H -3.42 -5.03 -4.54 0.119
H -3.49 -3.72 -3.39 0.120
H -5.26 -2.89 -4.16 0.089
H -6.72 -3.76 -4.42 0.086
H -5.36 -4.19 -5.46 0.088
H -1.18 -5.71 -1.59 0.057
H -1.25 -4.56 -2.61 0.071
```

Summary:
Calculated total energy (Eh): -5027.51813
Relative energy (zero: lowest compared OMol25 entry of this formula, charge and spin) (kJ/mol): 454.78
HOMO (eV): -7.654
Total charge: -1
LUMO (eV): 1.8452

(4)
DFT (ωB97M-V/def2-TZVPD) results for a cluster of 18 separate species, C24H82NO22P in total.

Structure (XYZ):
```
130
Properties=species:S:1:pos:R:3:lowdin_charge:R:1
C 2.98 -3.05 1.64 0.035
C 2.55 -1.68 2.07 -0.523
O 2.67 -1.30 3.21 0.098
O 2.07 -0.93 1.07 0.014
C 2.34 0.48 1.18 -0.156
C 1.28 1.17 2.02 -0.157
C 1.27 2.67 1.75 -0.140
C -0.07 3.36 1.97 -0.146
O -1.16 2.63 1.38 0.008
C -1.90 1.97 2.28 -0.623
O -1.48 1.52 3.33 0.131
O -3.21 1.89 1.92 -0.162
P -3.75 0.37 1.50 0.721
N -2.70 -0.76 1.70 -0.230
H 2.57 -3.79 2.30 0.089
H 2.63 -3.26 0.64 0.088
H 4.06 -3.05 1.64 0.072
H 2.25 0.89 0.19 0.116
H 3.34 0.67 1.56 0.130
H 1.47 1.02 3.07 0.116
H 0.34 0.69 1.79 0.110
H 1.55 2.89 0.72 0.111
H 1.97 3.13 2.43 0.122
H -0.26 3.60 3.00 0.131
H -0.02 4.30 1.43 0.113
H -4.92 0.20 2.24 0.018
H -4.17 0.53 0.17 0.014
H -3.08 -1.41 2.36 -0.020
C 0.78 1.68 -2.80 -0.147
O 2.20 1.87 -2.81 -0.136
H 0.57 0.74 -2.30 0.077
H 0.28 2.49 -2.26 0.073
H 0.39 1.63 -3.82 0.073
H 2.38 2.70 -3.25 0.067
C -2.23 5.65 -0.51 -0.139
O -2.54 4.30 -0.84 -0.128
H -2.38 6.26 -1.40 0.073
H -2.91 6.01 0.28 0.082
H -1.20 5.75 -0.18 0.069
H -2.40 3.78 -0.04 0.038
C 6.58 -1.50 1.95 -0.149
O 5.96 -1.75 0.69 -0.125
H 7.26 -2.32 2.17 0.083
H 7.14 -0.56 1.94 0.081
H 5.81 -1.46 2.73 0.058
H 5.36 -1.03 0.53 0.066
C -4.63 2.36 -3.03 -0.156
O -5.56 2.69 -2.00 -0.134
H -5.16 1.89 -3.85 0.073
H -4.14 3.26 -3.40 0.060
H -3.87 1.67 -2.66 0.068
H -5.04 3.10 -1.30 0.048
C -2.43 0.09 -5.12 -0.137
O -2.69 1.50 -5.07 -0.142
H -2.34 -0.26 -4.10 0.076
H -3.26 -0.43 -5.61 0.078
H -1.51 -0.12 -5.66 0.057
H -2.78 1.80 -5.98 0.063
C 5.53 -1.49 5.87 -0.161
O 4.15 -1.83 5.97 -0.128
H 6.01 -1.73 6.82 0.065
H 6.01 -2.07 5.08 0.063
H 5.65 -0.42 5.67 0.079
H 3.73 -1.63 5.13 0.033
C -5.21 0.92 -8.07 -0.155
O -3.98 1.61 -8.28 -0.131
H -5.50 1.05 -7.04 0.058
H -6.00 1.33 -8.71 0.079
H -5.10 -0.15 -8.27 0.078
H -3.72 1.49 -9.20 0.065
C -4.35 6.42 -5.18 -0.158
O -3.14 5.93 -4.61 -0.128
H -4.09 7.00 -6.05 0.075
H -5.00 5.59 -5.48 0.075
H -4.89 7.06 -4.47 0.075
H -3.38 5.41 -3.83 0.046
C -8.47 0.08 -5.96 -0.148
O -7.27 -0.57 -6.39 -0.138
H -8.47 1.08 -6.40 0.080
H -9.35 -0.46 -6.31 0.073
H -8.50 0.17 -4.88 0.068
H -7.27 -1.45 -6.01 0.074
C 0.06 -1.08 -8.08 -0.160
O -0.18 -1.88 -6.92 -0.132
H -0.88 -0.95 -8.61 0.074
H 0.45 -0.10 -7.80 0.065
H 0.78 -1.58 -8.75 0.079
H 0.65 -2.00 -6.46 0.073
C 0.99 1.75 -10.17 -0.156
O -0.39 1.42 -10.17 -0.130
H 1.35 1.66 -9.15 0.068
H 1.56 1.07 -10.81 0.079
H 1.15 2.78 -10.50 0.077
H -0.71 1.50 -11.07 0.071
C 9.43 -2.37 6.56 -0.141
O 8.19 -3.03 6.80 -0.142
H 9.22 -1.48 5.96 0.075
H 9.89 -2.07 7.50 0.077
H 10.11 -3.02 6.01 0.079
H 8.38 -3.81 7.33 0.056
C 8.69 -5.03 9.99 -0.139
O 9.88 -5.11 9.18 -0.134
H 8.63 -4.03 10.40 0.052
H 7.81 -5.22 9.37 0.075
H 8.73 -5.75 10.81 0.080
H 9.92 -6.00 8.82 0.071
C -7.05 -2.28 1.07 -0.138
O -5.81 -1.61 0.82 -0.186
H -7.28 -2.18 2.12 0.079
H -7.86 -1.84 0.48 0.077
H -6.97 -3.34 0.83 0.078
H -5.61 -1.70 -0.11 0.077
C 4.38 -5.40 6.68 -0.154
O 5.80 -5.31 6.74 -0.134
H 4.09 -6.38 7.07 0.073
H 3.91 -4.62 7.28 0.075
H 4.03 -5.32 5.65 0.073
H 6.05 -4.44 6.40 0.043
C -12.04 0.27 -4.42 -0.152
O -10.84 -0.22 -3.82 -0.134
H -11.75 0.82 -5.31 0.075
H -12.71 -0.54 -4.71 0.077
H -12.56 0.95 -3.74 0.076
H -11.10 -0.71 -3.03 0.072
C 7.42 -1.95 13.20 -0.151
O 8.16 -2.46 12.09 -0.134
H 6.78 -2.75 13.56 0.078
H 8.08 -1.64 14.01 0.075
H 6.79 -1.11 12.90 0.076
H 8.73 -1.76 11.77 0.074
```

Summary:
Calculated total energy (Eh): -3014.68605
HOMO (eV): -9.242
Total charge: 0
LUMO (eV): 0.2894